Entry 1:
A cluster of 2 separate species, C18H21NO2S in total, computed with ωB97M-V with the def2-TZVPD basis set.

Geometry (Å):
C: 7.414 1.239 -1.035
C: 7.489 0.098 -0.098
O: 6.437 0.327 0.805
C: 5.063 -0.117 0.438
C: 4.048 -0.018 1.272
C: 2.645 -0.231 1.239
C: 2.234 -0.833 0.137
C: 3.278 -0.928 -1.110
C: 4.575 -0.619 -0.847
H: 5.388 -0.901 -1.534
H: 2.963 -1.185 -1.920
N: 0.894 -0.954 -0.442
C: -0.096 -1.108 0.311
O: -0.125 -0.372 1.579
C: -1.394 -1.441 -0.396
C: -2.322 -2.208 0.859
H: -2.276 -1.798 1.729
H: -1.883 -3.223 1.009
S: -3.826 -2.377 0.041
C: -4.725 -0.838 0.206
C: -5.949 -0.798 -0.690
C: -6.702 0.500 -0.494
C: -6.085 1.655 0.032
C: -4.939 1.485 0.831
C: -4.187 0.407 0.481
H: -3.175 0.225 1.265
H: -4.454 2.117 1.152
C: -6.797 2.996 -0.103
H: -7.737 2.776 0.755
H: -6.154 3.633 0.252
H: -7.246 3.110 -1.111
H: -7.552 0.436 -1.312
H: -6.265 -1.632 -1.068
H: -1.948 -0.673 -0.653
H: -1.190 -2.128 -1.120
H: 0.926 -1.246 -1.224
H: 1.982 0.057 1.768
H: 4.324 0.611 2.631
H: 7.283 -0.826 -0.575
H: 8.124 0.274 0.616
H: 7.511 2.118 -0.448
H: 8.086 1.196 -1.531
H: 6.362 1.194 -1.695

Computed properties:
ΔE to the lowest compared entry with this formula, charge and spin: 448.2 kcal/mol
HOMO energy: -0.281 Ha
Lowest unoccupied orbital energy: 0.4 eV
E_tot: -35409.0078 eV
Total charge: 0
HOMO-LUMO gap: 0.296 Eh

Entry 2:
The molecule C18H21NO3, computed with ωB97M-V with the def2-TZVPD basis set.

Geometry (Å):
C: 2.005 2.096 -6.500
H: 2.212 1.716 -7.499
O: 1.453 1.014 -5.792
C: 1.076 1.211 -4.502
C: 1.214 2.396 -3.798
C: 0.787 2.486 -2.483
C: 0.232 1.390 -1.843
C: 0.081 0.192 -2.547
C: 0.489 0.093 -3.863
O: 0.373 -1.023 -4.637
C: -0.223 -2.167 -4.082
H: 0.349 -2.548 -3.229
H: -1.255 -1.975 -3.770
H: -0.221 -2.912 -4.875
H: -0.397 -0.648 -2.069
C: -0.215 1.558 -0.433
O: -0.582 2.630 0.011
N: -0.191 0.429 0.321
H: 0.256 -0.397 -0.043
C: -0.520 0.437 1.727
H: -1.225 -0.374 1.938
H: -1.007 1.395 1.921
C: 0.722 0.292 2.608
H: 1.203 -0.668 2.403
H: 1.426 1.087 2.355
C: 0.371 0.380 4.098
C: -0.524 -0.749 4.522
C: -1.890 -0.558 4.686
C: -2.713 -1.610 5.049
C: -2.179 -2.871 5.252
C: -0.819 -3.073 5.092
C: 0.001 -2.019 4.730
H: 1.063 -2.181 4.613
H: -0.396 -4.054 5.254
H: -2.820 -3.692 5.537
H: -3.773 -1.444 5.175
H: -2.312 0.425 4.530
H: -0.118 1.336 4.291
H: 1.298 0.348 4.676
H: 0.882 3.413 -1.939
H: 1.649 3.263 -4.268
H: 2.938 2.442 -6.044
H: 1.302 2.933 -6.569

Computed properties:
ΔE to the lowest compared entry with this formula, charge and spin: 16.8 kcal/mol
HOMO energy: -0.301 Ha
Lowest unoccupied orbital energy: 0.7 eV
SMILES: COc1ccc(C(=O)NCCCc2ccccc2)cc1OC
E_tot: -26639.3467 eV
Total charge: 0
HOMO-LUMO gap: 0.325 Eh

Entry 3:
A structure of composition C18H21NO4, computed with ωB97M-V with the def2-TZVPD basis set.

Geometry (Å):
C: 0.845 5.836 1.148
C: 0.114 4.505 0.710
H: -0.796 4.459 1.233
H: 0.000 4.506 -0.344
O: 0.934 3.653 1.089
C: 0.348 2.347 1.227
C: -0.950 2.070 0.661
C: -1.127 0.682 0.432
C: -0.406 -0.336 1.028
C: 0.652 -0.085 1.632
C: 1.281 1.130 1.944
O: 2.531 1.357 2.476
C: 2.709 2.613 2.946
C: 1.806 2.733 4.334
H: 0.893 3.109 3.820
H: 1.604 1.999 5.038
H: 2.031 3.717 4.772
H: 2.723 3.394 2.488
H: 3.814 2.129 3.464
H: 1.225 -0.901 2.238
C: -0.904 -1.755 0.890
C: -0.463 -2.373 -0.122
C: -0.877 -2.420 -1.537
C: 0.037 -3.018 -2.207
N: 1.376 -3.430 -1.648
O: 0.750 -3.059 -0.369
C: -0.078 -3.110 -3.944
H: 0.643 -4.266 -4.075
C: -1.534 -3.184 -4.130
C: -2.263 -2.010 -3.726
C: -2.031 -1.899 -2.199
O: -2.930 -1.244 -1.658
H: -3.222 -2.049 -4.031
H: -1.754 -1.002 -4.220
H: -1.579 -3.247 -5.324
H: -1.843 -4.296 -3.687
H: 0.664 -2.384 -4.470
H: -0.821 -2.464 1.940
H: -2.054 -1.853 0.908
H: -2.133 0.438 0.167
H: -1.548 2.697 0.131
H: 1.797 5.882 0.913
H: 0.349 6.847 0.819
H: 0.978 6.102 2.171

Computed properties:
ΔE to the lowest compared entry with this formula, charge and spin: 425.3 kcal/mol
HOMO energy: -0.297 Ha
Lowest unoccupied orbital energy: -0.3 eV
E_tot: -28669.6091 eV
Total charge: 0
HOMO-LUMO gap: 0.286 Eh

Entry 4:
A structure of composition C18H21P2Ti, computed with ωB97M-V with the def2-TZVPD basis set.

Geometry (Å):
C: 0.464 0.855 -3.974
C: 0.239 0.160 -5.145
C: -0.084 -1.217 -5.188
C: -0.186 -2.070 -4.065
C: -0.012 -1.644 -2.764
Ti: 0.169 0.245 -2.072
P: 0.307 2.537 -1.323
H: 0.807 1.892 -4.123
H: 0.368 0.674 -6.105
H: -0.204 -1.674 -6.179
H: -0.021 -2.455 -2.018
H: -0.358 -3.136 -4.260
H: -0.777 3.078 -0.587
H: 0.445 3.527 -2.327
H: 1.379 2.900 -0.470
C: -0.539 -2.232 0.813
P: -0.200 -0.520 0.303
C: -1.592 0.177 1.234
C: -2.637 0.868 0.607
C: -3.736 1.310 1.362
C: -3.791 1.074 2.742
C: -2.741 0.415 3.376
C: -1.650 -0.024 2.631
C: 1.446 -0.304 1.232
C: 1.747 -1.065 2.400
C: 2.925 -0.883 3.140
C: 3.845 0.087 2.771
C: 3.603 0.851 1.635
C: 2.438 0.642 0.867
H: -1.449 -2.557 0.278
H: -0.705 -2.385 1.888
H: 0.317 -2.849 0.467
H: -2.615 1.041 -0.460
H: -4.555 1.824 0.879
H: -4.645 1.399 3.322
H: -2.774 0.230 4.444
H: -0.857 -0.537 3.155
H: 1.093 -1.821 2.781
H: 3.120 -1.491 4.016
H: 4.746 0.239 3.360
H: 4.329 1.608 1.354
H: 2.343 1.232 0.000

Computed properties:
HOMO energy (spin up / spin down): -0.052 / -0.063 Ha
Spin multiplicity: 3
Lowest unoccupied orbital energy (spin up / spin down): 2.7 / 2.7 eV
E_tot: -60693.8539 eV
Total charge: -1
HOMO-LUMO gap (spin up / spin down): 0.150 / 0.160 Eh

Entry 5:
A structure of composition C18H22BN3O11P2Sc, computed with ωB97M-V with the def2-TZVPD basis set.

Geometry (Å):
Sc: 0.638 -0.383 -1.046
O: 2.743 -3.705 -2.892
C: 2.174 -2.931 -2.146
N: 1.017 -2.232 -2.324
C: 0.132 -2.567 -3.305
O: 0.277 -3.269 -4.286
C: -1.247 -1.980 -3.032
C: -2.265 -2.138 -3.955
C: -3.511 -1.617 -3.655
C: -3.703 -0.965 -2.446
C: -2.628 -0.847 -1.585
N: -1.428 -1.350 -1.872
C: 2.755 -2.711 -0.756
C: 3.989 -3.237 -0.421
C: 4.469 -3.019 0.858
C: 3.701 -2.299 1.761
C: 2.477 -1.809 1.343
N: 2.019 -2.017 0.108
H: -2.047 -2.658 -4.877
H: -4.327 -1.709 -4.361
H: -4.658 -0.536 -2.176
H: -2.710 -0.314 -0.646
H: 4.533 -3.791 -1.172
H: 5.441 -3.400 1.148
H: 4.045 -2.103 2.768
H: 1.844 -1.221 1.997
O: 1.955 1.757 -3.921
P: 0.817 2.176 -2.889
O: 0.049 3.315 -3.383
O: 0.080 0.867 -2.502
O: 1.640 2.567 -1.529
P: 2.863 1.738 -0.869
O: 2.421 1.716 0.679
O: 4.169 2.350 -1.109
O: 2.585 0.284 -1.313
H: 2.444 0.973 -3.626
H: 2.233 2.602 1.018
C: -1.263 0.916 4.344
C: -1.646 0.833 2.880
C: -3.058 0.287 2.733
O: -0.754 -0.103 2.229
B: -0.501 0.341 0.933
O: -1.047 1.625 0.770
C: -1.418 2.135 2.072
C: -0.240 2.961 2.570
C: -2.643 3.015 1.928
H: -1.421 -0.053 4.821
H: -1.874 1.655 4.872
H: -0.215 1.184 4.465
H: -3.078 -0.732 3.122
H: -3.361 0.257 1.685
H: -3.789 0.888 3.280
H: 0.638 2.331 2.725
H: -0.456 3.479 3.507
H: -0.012 3.709 1.808
H: -3.434 2.508 1.378
H: -2.382 3.922 1.382
H: -3.032 3.306 2.909

Computed properties:
ΔE to the lowest compared entry with this formula, charge and spin: 21.1 kcal/mol
HOMO energy: -0.201 Ha
Lowest unoccupied orbital energy: 2.4 eV
E_tot: -85987.6662 eV
Total charge: -1
HOMO-LUMO gap: 0.287 Eh

Entry 6:
The molecule C18H22BNO3, computed with ωB97M-V with the def2-TZVPD basis set.

Geometry (Å):
O: -1.339 -2.559 -0.325
O: 2.631 -1.519 -3.917
O: 3.338 -1.621 -1.562
B: 2.382 -1.761 -2.561
C: -0.185 -2.497 0.140
C: -1.115 1.254 3.276
C: 0.201 0.840 3.275
C: -2.030 0.409 2.705
C: 1.252 2.037 -0.325
C: -1.132 2.006 -0.251
C: 0.592 -0.399 2.762
C: -1.658 -0.841 2.215
C: 1.233 0.900 -1.103
C: 0.093 2.623 0.141
C: -1.157 0.905 -1.070
C: -0.354 -1.264 2.249
C: 0.025 0.322 -1.542
N: 0.928 -2.291 -0.640
C: 0.089 3.925 0.888
C: -2.473 0.347 -1.487
C: -0.058 -2.583 1.648
C: 0.016 -0.876 -2.490
C: 0.883 -2.066 -2.093
H: 1.932 -1.606 -4.597
H: 4.132 -1.298 -2.031
H: -1.415 2.235 3.584
H: 0.935 1.447 3.759
H: -3.077 0.667 2.620
H: 2.212 2.466 -0.117
H: -2.063 2.426 0.099
H: 1.614 -0.732 2.832
H: -2.427 -1.489 1.842
H: 2.130 0.426 -1.384
H: 1.826 -2.103 -0.210
H: 1.128 4.237 1.136
H: -0.435 4.691 0.286
H: -0.463 3.804 1.822
H: -3.285 0.930 -1.076
H: -2.568 -0.698 -1.169
H: -2.509 0.374 -2.567
H: -0.704 -3.376 2.068
H: 0.976 -2.869 1.894
H: -0.989 -1.282 -2.533
H: 0.218 -0.562 -3.526
H: 0.670 -2.981 -2.665

Computed properties:
ΔE to the lowest compared entry with this formula, charge and spin: 0.0 kcal/mol
HOMO energy: -0.308 Ha
Lowest unoccupied orbital energy: 0.3 eV
SMILES: Cc1ccc(C[C@H](NC(=O)Cc2ccccc2)B(O)O)c(C)c1
E_tot: -27335.5832 eV
Total charge: 0
HOMO-LUMO gap: 0.318 Eh

Entry 7:
A structure of composition C18H22BrNO, computed with ωB97M-V with the def2-TZVPD basis set.

Geometry (Å):
C: 1.402 0.872 -3.642
C: 1.256 1.163 -2.243
C: 2.262 0.892 -1.238
C: 2.232 1.393 -0.013
C: 1.224 1.971 0.333
C: 0.097 2.423 -0.500
C: 0.202 2.133 -1.856
H: -0.484 2.064 -2.409
C: -1.077 3.021 0.041
H: -2.031 2.350 -0.072
H: -1.412 3.897 -0.491
H: -0.938 3.448 1.124
O: 1.072 2.489 1.605
C: 0.777 1.635 2.918
C: -0.269 0.621 2.709
N: -0.233 -0.164 1.660
C: 0.712 -1.307 1.914
H: 0.794 -1.985 1.236
H: 0.350 -1.990 3.080
H: 1.642 -0.821 2.299
C: -1.394 -0.926 1.339
C: -1.431 -1.661 0.272
C: -2.066 -3.052 0.293
C: -1.998 -3.775 -0.846
C: -1.064 -3.761 -1.834
C: -0.615 -2.395 -2.051
C: -0.616 -1.453 -1.149
H: -0.217 -0.581 -0.836
H: -0.005 -1.893 -2.940
H: -1.172 -4.199 -2.914
H: -2.400 -4.959 -0.758
H: -2.448 -3.447 1.056
H: -1.991 -1.428 2.211
H: -2.095 -0.055 0.925
H: -1.200 1.350 2.399
H: -0.660 0.218 3.879
H: 1.852 0.910 2.994
H: 0.519 2.461 3.721
Br: 3.735 1.210 1.226
H: 3.263 0.669 -1.447
H: 0.379 0.685 -4.159
H: 1.848 1.909 -4.116
H: 2.198 0.069 -3.721

Computed properties:
ΔE to the lowest compared entry with this formula, charge and spin: 332.5 kcal/mol
HOMO energy: -0.297 Ha
Lowest unoccupied orbital energy: 0.3 eV
E_tot: -92588.5838 eV
Total charge: 0
HOMO-LUMO gap: 0.306 Eh

Entry 8:
A structure of composition C18H22Cl16INO6P, computed with ωB97M-V with the def2-TZVPD basis set.

Geometry (Å):
C: 1.164 1.991 2.320
C: 0.028 2.996 2.059
P: -1.649 2.256 1.710
C: -1.663 0.698 2.726
C: -1.806 1.783 -0.117
I: -2.733 3.541 -0.954
O: -2.643 0.626 -0.066
C: -1.858 -0.510 -0.155
O: -2.259 -1.633 -0.194
O: -0.573 -0.081 -0.217
C: -0.652 1.180 -0.906
C: 0.624 1.949 -1.153
C: 1.695 1.251 -2.030
C: 3.098 1.749 -1.679
C: 3.770 0.983 -0.498
N: 3.257 -0.363 -0.302
C: 3.010 -0.792 1.070
C: 3.866 -1.301 -1.139
C: 4.620 -2.509 -0.617
O: 3.840 -1.124 -2.342
C: -1.116 0.762 -2.368
O: -1.797 1.579 -3.027
O: -0.753 -0.344 -2.767
H: 1.488 2.062 3.357
H: 2.025 2.305 1.727
H: 0.943 0.979 2.005
H: -0.113 3.659 2.909
H: 0.255 3.643 1.213
H: -1.595 0.929 3.785
H: -2.651 0.267 2.569
H: -0.947 -0.054 2.399
H: 0.333 2.847 -1.693
H: 1.121 2.289 -0.241
H: 1.504 1.577 -3.053
H: 1.613 0.176 -2.066
H: 3.748 1.627 -2.542
H: 3.052 2.816 -1.451
H: 3.646 1.601 0.387
H: 4.847 0.994 -0.696
H: 3.635 -1.610 1.428
H: 3.122 0.023 1.778
H: 1.967 -1.102 1.157
H: 5.092 -2.995 -1.457
H: 3.885 -3.225 -0.242
H: 5.336 -2.273 0.165
C: -6.179 -1.446 0.585
Cl: -5.397 -0.973 -0.912
Cl: -5.584 -3.034 1.091
Cl: -5.815 -0.256 1.844
Cl: -7.936 -1.528 0.347
C: -0.083 -3.829 -2.228
Cl: 0.872 -2.471 -1.662
Cl: -1.007 -4.513 -0.877
Cl: -1.195 -3.291 -3.478
Cl: 0.994 -5.086 -2.889
C: -4.824 -4.387 -5.225
Cl: -3.757 -3.025 -5.544
Cl: -3.917 -5.899 -5.379
Cl: -5.473 -4.255 -3.588
Cl: -6.160 -4.383 -6.391
C: 0.735 3.430 6.702
Cl: -0.016 4.415 7.965
Cl: 2.220 4.215 6.149
Cl: 1.123 1.833 7.353
Cl: -0.376 3.259 5.344

Computed properties:
HOMO energy: -0.178 Ha
Lowest unoccupied orbital energy: 1.5 eV
E_tot: -250546.2024 eV
Total charge: -1
HOMO-LUMO gap: 0.235 Eh

no.,M (g/mol)
1,315.438
2,299.370
3,315.369
4,347.181
5,574.100
6,311.190
7,348.284
8,1073.501